ORCA calculation (ωB97M-V/def2-TZVPD) on a single C6H11NO2 molecule at a distorted geometry.

Positions of all 20 atoms, in Å:
O (2.39, 0.84, 0.07)
O (2.77, -1.52, -0.34)
N (0.01, -0.06, -0.01)
C (1.36, -1.19, 1.59)
C (2.10, -0.77, 0.32)
C (-0.98, -1.05, 0.42)
C (-1.97, -3.35, 0.59)
C (-0.96, -2.46, -0.13)
C (-0.01, -0.54, 1.40)
H (1.32, -2.28, 1.66)
H (-1.76, -3.40, 1.67)
H (0.59, 1.04, -0.14)
H (-2.99, -2.98, 0.46)
H (-0.34, 0.17, 2.16)
H (2.15, 1.28, 0.95)
H (0.05, -2.89, -0.04)
H (-1.19, -2.41, -1.20)
H (-1.92, -4.38, 0.20)
H (-1.99, -0.64, 0.53)
H (1.89, -0.73, 2.44)

Output
largest force on an atom	0.0947	hartree/bohr
orbital gap	9.49	eV
SMILES	CC[C@@H]1N[C@@H]1CC(=O)O
lowest unoccupied orbital energy	0.55	eV
electronic energy	-11981.57448	eV
energy above the lowest of the compared OMol25 structures with the same formula, charge and spin	4.694	eV

Here are the Mulliken charges for atoms 1 to 8, given in e: -0.6581 -0.5353 -0.7054 -0.8611 0.7360 -0.0768 -1.2055 -0.3621

ORCA calculation (ωB97M-V/def2-TZVPD) on a molecular structure, C24H70AsF6N6O8 at a distorted geometry.

Positions of all 115 atoms, in Å:
As (0.90, 0.68, 0.24)
F (2.24, -0.52, 0.19)
F (-0.24, -0.39, -0.67)
F (0.31, -0.07, 1.79)
F (1.91, 1.73, 1.19)
F (1.43, 1.35, -1.33)
F (-0.38, 1.93, 0.32)
O (2.86, 6.42, -3.88)
O (-1.57, -4.03, 3.87)
O (-0.45, -6.66, -0.93)
O (2.36, 3.36, 5.62)
O (-3.48, -4.11, -0.89)
O (3.85, -1.44, 2.22)
O (-2.27, 1.78, -3.60)
O (-2.61, 3.52, 0.74)
N (0.98, -1.33, 4.17)
N (2.01, -5.60, -0.42)
N (0.30, 3.75, -5.49)
N (-2.61, -0.88, 0.69)
N (3.10, 2.67, -3.69)
N (-0.35, 4.13, 4.31)
C (-1.40, -7.02, -1.96)
C (3.20, 5.09, -4.27)
C (0.36, -2.62, 3.84)
C (-2.52, 1.23, -2.31)
C (2.19, 4.04, 4.40)
C (2.65, 1.97, 5.44)
C (1.39, -3.43, 0.23)
C (0.90, -4.86, 0.16)
C (2.83, 4.02, -3.18)
C (3.54, 4.22, -1.81)
C (0.87, 3.67, 3.62)
C (-0.99, 3.04, -5.28)
C (-3.74, -4.42, -2.20)
C (-1.03, 2.46, -3.80)
C (-2.98, -2.29, 0.67)
C (-0.32, -5.20, -0.75)
C (1.43, -3.64, 4.14)
C (0.91, 4.41, 2.29)
C (-3.27, -2.71, -0.78)
C (-1.09, -2.81, 4.43)
C (-1.06, 2.05, -6.43)
C (-2.74, -4.52, 4.41)
C (-4.14, -2.46, 1.69)
C (1.52, 6.89, -4.01)
H (-3.54, -3.79, 4.38)
H (1.14, 5.47, 2.34)
H (0.64, -0.72, 3.44)
H (-1.80, 3.10, 0.45)
H (1.57, -6.50, -0.53)
H (-2.41, -2.39, -1.37)
H (1.95, -1.43, 3.94)
H (-0.91, 3.29, -3.10)
H (2.51, 2.07, -3.13)
H (1.45, 7.55, -4.87)
H (0.75, 6.13, -4.07)
H (-3.26, 2.82, 0.73)
H (-0.14, 1.48, -6.52)
H (-1.14, 3.52, 4.15)
H (1.01, -4.60, 3.86)
H (1.67, 3.99, 1.64)
H (1.05, 3.09, -5.65)
H (-4.05, -5.47, -2.23)
H (-1.55, -8.10, -2.03)
H (3.23, 1.75, 6.34)
H (-4.65, -4.06, -2.66)
H (-2.87, -4.33, -2.85)
H (-0.01, 4.24, 1.73)
H (-3.58, 1.27, -2.08)
H (-4.06, -2.11, -1.23)
H (-1.77, 3.78, -5.48)
H (-0.21, -4.71, -1.72)
H (-1.35, 2.58, -7.34)
H (2.23, 5.08, 4.73)
H (-1.28, -4.85, -0.37)
H (-1.13, -2.77, 5.52)
H (4.44, -0.69, 2.20)
H (-1.07, -6.61, -2.91)
H (3.06, 3.57, -1.08)
H (3.39, -1.41, 1.38)
H (-1.84, 1.29, -6.30)
H (0.72, -5.31, 1.14)
H (-2.04, -2.77, 0.95)
H (3.07, 1.61, 4.51)
H (3.06, 3.90, 3.76)
H (1.69, 1.48, 5.60)
H (-4.23, -3.52, 1.92)
H (2.36, -3.37, 0.73)
H (-4.04, -1.94, 2.65)
H (0.17, 4.42, -6.24)
H (4.62, 4.03, -1.84)
H (-2.63, -4.81, 5.45)
H (2.41, -3.57, 3.67)
H (3.41, 5.24, -1.44)
H (-5.06, -2.15, 1.20)
H (-2.38, -6.60, -1.72)
H (-0.26, 1.73, -3.57)
H (-2.14, 2.00, -1.64)
H (2.72, 2.55, -4.62)
H (-1.79, -0.84, 0.11)
H (4.26, 5.17, -4.50)
H (-2.15, -0.69, 1.57)
H (1.33, 7.57, -3.18)
H (2.19, -5.26, -1.36)
H (-0.23, 4.05, 5.31)
H (2.78, 4.88, -5.25)
H (0.12, -2.70, 2.78)
H (-1.71, -1.96, 4.12)
H (0.66, -2.81, 0.76)
H (-2.04, 0.28, -2.06)
H (-3.09, -5.46, 3.98)
H (1.68, -3.64, 5.21)
H (0.96, 2.59, 3.49)
H (1.54, -3.09, -0.79)
H (1.76, 4.06, -2.98)

Output
largest force on an atom	0.0469	hartree/bohr
orbital gap (alpha / beta)	2.26 / 8.19	eV
multiplicity	2
lowest unoccupied orbital energy (alpha / beta)	4.01 / 4.00	eV
expectation value of S²	0.75
electronic energy	-128486.82876	eV
energy above the lowest of the compared OMol25 structures with the same formula, charge and spin	0.000	eV
total charge	-2

Here are the Mulliken charges for atoms 1 to 8, given in e: 1.1981 -0.5702 -0.5620 -0.4304 -0.4389 -0.3209 -0.3545 -0.3885

ORCA calculation (ωB97M-V/def2-TZVPD) on a single C6H9NS molecule at a distorted geometry.

Positions of all 17 atoms, in Å:
S (2.02, 1.00, -1.62)
N (2.34, -1.08, 0.52)
C (1.08, -0.89, 0.78)
C (-0.59, 1.73, -1.45)
C (0.51, 0.86, -0.92)
C (-1.88, -1.19, 1.02)
C (0.17, -0.04, 0.14)
C (-1.24, -0.07, 0.66)
H (2.78, -0.53, -0.28)
H (-1.43, -2.15, 0.93)
H (-2.92, -1.16, 1.45)
H (-0.26, 2.27, -2.33)
H (0.65, -1.47, 1.66)
H (2.93, -1.72, 1.09)
H (-0.93, 2.41, -0.70)
H (-1.74, 0.89, 0.79)
H (-1.50, 1.15, -1.73)

Output
largest force on an atom	0.0495	hartree/bohr
orbital gap	8.05	eV
SMILES	C=C/C(=C/N)C(C)=S
lowest unoccupied orbital energy	0.14	eV
electronic energy	-18692.14148	eV
energy above the lowest of the compared OMol25 structures with the same formula, charge and spin	1.069	eV

Here are the Mulliken charges for atoms 1 to 8, given in e: -0.5056 -0.2705 -0.0372 -1.3566 0.7006 -0.8388 0.0992 -0.3480